# C19H30N3O16S4

A 5-piece molecular cluster, C19H30N3O16S4 overall in a non-equilibrium geometry (ωB97M-V with the def2-TZVPD basis set, the OMol25 dataset).

Element x y z (Å)
C1 1.045 -0.770 -5.990
C2 0.766 -0.491 -4.860
N1 0.620 -0.185 -3.509
C3 1.690 -0.511 -2.714
N2 2.755 -1.111 -3.213
N3 1.707 -0.186 -1.348
C4 0.951 1.069 -1.070
C5 1.660 2.340 -1.505
C6 2.205 2.582 -2.764
C7 2.822 3.785 -3.096
C8 2.886 4.801 -2.147
C9 3.518 6.141 -2.502
C10 2.344 4.592 -0.878
C11 1.750 3.377 -0.571
H1 1.136 -1.254 -6.941
H2 0.414 0.820 -3.475
H3 3.151 -1.874 -2.678
H4 3.229 -0.796 -4.049
H5 1.168 -0.931 -0.889
H6 0.844 1.130 0.017
H7 -0.085 1.049 -1.447
H8 2.159 1.830 -3.556
H9 3.254 3.944 -4.080
H10 3.940 6.567 -1.587
H11 2.787 6.827 -2.939
H12 4.338 5.956 -3.200
H13 2.367 5.378 -0.128
H14 1.327 3.221 0.421
C12 -4.542 -0.953 -0.044
C13 -3.239 -1.467 -0.616
O1 -2.375 -0.316 -0.633
S1 -2.739 0.641 0.613
O2 -1.829 0.363 1.669
O3 -2.956 1.949 0.119
O4 -4.148 -0.021 0.975
H15 -5.124 -0.414 -0.793
H16 -5.150 -1.746 0.383
H17 -3.355 -1.874 -1.617
H18 -2.789 -2.220 0.033
C14 -3.688 1.705 4.667
C15 -4.816 0.880 4.084
O5 -5.275 0.071 5.169
S2 -5.097 0.882 6.552
O6 -6.335 1.491 6.882
O7 -4.385 0.063 7.458
O8 -4.119 2.028 5.988
H19 -2.766 1.124 4.741
H20 -3.500 2.612 4.097
H21 -4.496 0.258 3.256
H22 -5.645 1.515 3.761
C16 2.291 -3.980 -5.433
C17 3.062 -4.346 -6.687
O9 3.843 -5.479 -6.308
S3 3.042 -6.347 -5.215
O10 2.380 -7.411 -5.868
O11 3.887 -6.545 -4.096
O12 1.941 -5.225 -4.838
H23 2.919 -3.429 -4.729
H24 1.396 -3.402 -5.649
H25 3.703 -3.539 -7.036
H26 2.389 -4.648 -7.493
C18 0.232 -1.693 6.223
C19 1.162 -0.672 6.846
O13 0.293 0.342 7.354
S4 -1.096 -0.329 7.835
O14 -1.035 -0.544 9.233
O15 -2.172 0.360 7.224
O16 -0.894 -1.748 7.099
H27 -0.114 -1.368 5.238
H28 0.692 -2.675 6.139
H29 1.861 -0.251 6.129
H30 1.716 -1.100 7.686

* calculated total energy: -100746.748 eV
* gap between HOMO and LUMO: 6.79 eV
* charge: +1


# C19H30N3O3OsS2Se2

C19H30N3O3OsS2Se2 as an isolated structure (ωB97M-V with the def2-TZVPD basis set, the OMol25 dataset).

Element x y z (Å)
Os1 -0.101 0.444 0.197
C1 -2.784 2.544 -0.162
Se1 -1.808 1.717 1.318
C2 -3.142 0.358 1.761
C3 -3.353 -0.646 0.659
Se2 -1.687 -1.476 0.065
C4 -1.367 -2.533 1.668
H1 -3.824 2.656 0.138
H2 -2.701 1.944 -1.062
H3 -2.358 3.532 -0.320
H4 -4.065 0.889 1.997
H5 -2.778 -0.094 2.683
H6 -3.784 -0.192 -0.233
H7 -4.028 -1.441 0.979
H8 -2.089 -3.346 1.671
H9 -1.463 -1.926 2.562
H10 -0.355 -2.918 1.584
N1 0.463 2.329 -0.605
C5 1.911 2.520 -0.695
C6 2.677 1.543 -0.104
C7 4.044 1.557 -0.256
C8 4.649 2.631 -0.895
C9 3.875 3.648 -1.441
C10 2.489 3.580 -1.367
S1 6.442 2.664 -0.849
O1 6.663 2.826 0.580
O2 6.794 1.353 -1.363
O3 6.796 3.795 -1.676
H11 0.062 3.094 -0.068
H12 0.072 2.399 -1.543
H13 2.316 -0.400 0.307
H14 4.679 0.765 0.113
H15 4.376 4.468 -1.937
H16 1.868 4.337 -1.833
S2 1.348 -2.093 -0.939
C11 1.561 -3.761 -0.638
N2 2.535 -4.171 0.214
C12 2.858 -5.463 0.460
C13 2.167 -6.462 -0.152
C14 1.138 -6.104 -1.040
C15 0.835 -4.787 -1.273
H17 3.095 -3.437 0.631
H18 3.675 -5.628 1.146
H19 2.421 -7.494 0.038
H20 0.586 -6.879 -1.556
H21 0.057 -4.497 -1.964
C16 1.396 -0.543 2.806
C17 2.256 0.543 2.169
C18 3.724 0.247 2.474
C19 1.892 1.914 2.716
N3 1.978 0.506 0.650
H22 1.604 -0.594 3.875
H23 1.603 -1.522 2.364
H24 0.330 -0.332 2.682
H25 3.831 0.115 3.551
H26 4.390 1.053 2.175
H27 4.056 -0.676 1.990
H28 2.055 1.923 3.793
H29 0.844 2.154 2.530
H30 2.517 2.693 2.277

* calculated total energy: -185624.269 eV
* energy relative to the best compared isomer or geometry (same formula, charge and spin): 51.9 kcal per mole
* gap between HOMO and LUMO (alpha / beta): 5.08 / 5.10 eV
* charge: +1